1.
This record from the Open Molecules 2025 dataset describes 12 unconnected molecules or ions with the total composition C28H60Br16N4O4 at a distorted geometry. The level of theory is ωB97M-V/def2-TZVPD.

Its total charge is 0. The value obtained for the LUMO energy is 0.05 eV. The calculation puts the gap between HOMO and LUMO at 8.9 eV.

```
112
Properties=species:S:1:pos:R:3:mulliken_charge:R:1
H 3.909 5.327 4.332 0.333
H -3.427 -2.217 4.390 0.379
H 0.286 -7.044 3.220 0.333
H -0.397 -7.342 0.268 0.381
N 3.557 -0.321 -4.179 0.609
H -4.783 -3.681 -0.129 0.277
C -3.150 -2.800 3.511 -0.181
H 1.447 -5.797 2.974 0.309
C 0.258 1.711 0.919 0.129
O 3.833 7.252 3.808 -0.563
C 3.701 -0.528 -2.733 -0.561
Br -1.963 0.951 -3.859 -0.133
H 5.064 1.210 -0.147 0.357
Br 0.594 -3.543 -2.368 -0.137
H 5.545 -0.715 -4.701 0.326
C 4.592 2.181 0.001 0.167
H -1.289 -2.579 -3.729 0.061
H -2.842 -4.453 -2.471 0.544
H -1.590 -0.081 1.525 0.010
H 2.188 3.716 2.087 -0.104
C 2.563 0.454 -4.671 -0.172
C 0.080 -0.128 4.864 -0.301
H 4.547 -2.144 -4.971 0.362
Br -1.764 -4.721 5.154 -0.188
H 5.027 4.192 -0.796 0.391
C -3.743 2.838 3.193 -0.554
C 4.564 -1.056 -5.034 -1.157
H 2.169 3.709 3.889 0.333
O 0.108 1.778 2.132 -0.545
H 1.408 -7.010 1.817 0.374
Br -0.374 4.829 -6.154 -0.169
Br 1.494 4.082 -1.780 -0.004
H -1.638 -0.677 -0.102 0.076
H -0.408 0.410 4.051 0.193
H 4.733 -0.511 -2.381 0.360
C -0.954 -0.388 0.695 -0.938
Br -3.724 3.889 1.498 -0.194
Br -5.472 -5.780 -1.429 -0.151
H 0.438 -3.989 2.281 -0.080
Br -4.563 -2.766 -3.116 -0.192
H -2.705 -3.054 -1.344 -0.096
C 3.428 6.128 3.751 0.133
C 0.341 0.585 -1.184 0.633
C 1.295 0.498 5.457 -0.641
H 0.895 2.417 0.365 0.025
H -3.525 -4.879 0.002 0.027
C -3.182 -4.310 3.801 -0.386
H 0.394 5.821 -3.231 0.426
O 1.671 0.973 -3.943 -0.423
C 0.091 -3.216 -5.197 -0.640
C -3.557 0.774 -2.824 -0.037
C 1.908 4.262 2.987 -0.771
Br -4.506 -2.318 2.130 -0.124
H 0.794 3.174 -4.745 -0.048
H -0.369 -1.283 0.907 0.622
O -1.037 -3.778 0.859 -0.215
C 0.993 4.961 -3.530 -0.642
H 1.798 6.117 1.038 0.200
H 3.552 2.199 -0.326 -0.292
Br 5.132 2.779 -2.886 -0.162
H -2.225 -2.340 3.161 -0.096
C 1.787 6.578 2.026 -0.883
H 2.297 7.509 1.779 0.320
H -0.003 -4.300 -5.130 0.408
C -3.645 1.945 -1.791 -0.490
N 2.398 5.645 2.945 0.222
H -3.634 -0.182 -2.307 -0.082
H -5.427 1.557 2.865 0.472
H -4.433 3.342 3.871 0.463
N -0.247 -5.738 1.538 0.361
H 0.765 6.798 2.333 0.316
H -3.679 2.932 -2.252 0.477
H 1.966 -0.095 6.079 0.447
H -2.991 -4.893 2.900 0.004
H 0.251 -0.441 -1.539 -0.161
H -1.893 -7.010 1.324 0.287
H -0.642 -2.702 -5.818 0.441
H 1.859 1.020 4.684 0.296
C 0.733 -6.425 2.442 -0.986
H -1.524 -6.065 -0.104 0.166
H 6.379 3.258 -0.720 0.507
C -3.382 -3.754 -1.832 -0.225
H -3.909 0.834 2.185 0.085
H -4.139 -4.671 4.180 0.519
N -0.206 0.765 0.161 0.589
H -0.125 1.276 -1.886 -0.017
H -0.762 3.802 -3.919 0.052
C -0.213 -2.532 -3.899 0.053
H 0.051 -1.475 -3.909 -0.029
C 5.321 3.156 -0.963 -0.850
H -2.772 2.830 3.688 0.328
H -0.567 -0.223 5.736 0.439
C -4.240 -4.440 -0.694 -0.261
Br -5.337 1.750 -0.589 -0.211
C 0.182 4.016 -4.420 0.037
Br -4.196 0.341 4.649 -0.141
C -4.356 1.404 2.999 -0.426
H 3.276 -1.503 -2.491 0.288
Br 0.689 1.909 6.720 -0.197
H 0.822 4.209 3.056 0.411
Br 0.664 -1.916 4.300 -0.153
C -1.074 -6.618 0.721 -0.898
H 2.540 0.511 -5.770 0.339
H 1.951 5.335 -3.892 0.386
Br 1.961 -2.884 -5.740 -0.154
H -4.368 0.811 -3.552 0.470
H 3.172 0.240 -2.169 -0.318
C -0.287 -4.424 1.576 0.138
H 1.399 0.847 -1.172 -0.581
H -2.809 1.872 -1.096 0.012
Br 4.839 2.788 1.851 -0.098
H 4.349 -0.753 -6.058 0.357
```

---

2.
This record from the Open Molecules 2025 dataset describes a molecular structure, C28H60CoF26N3O6P5V2 at a distorted geometry. The level of theory is ωB97M-V/def2-TZVPD.

As for the spin multiplicity: 10. Its total charge is 0. The value obtained for the LUMO energy (spin up / spin down) is -1.27 / -1.35 eV. The calculation puts the gap between HOMO and LUMO (spin up / spin down) at 7.0 / 7.4 eV.

```
131
Properties=species:S:1:pos:R:3:mulliken_charge:R:1
H 4.394 3.022 1.845 0.471
C 1.173 -6.903 2.309 -2.162
C 2.395 3.848 1.775 1.171
H -3.137 3.176 -3.750 0.265
H -4.153 2.799 -5.130 0.572
F 3.301 -3.191 1.500 -0.551
H -0.855 4.292 5.208 0.622
H -3.732 -3.970 2.777 0.387
C 0.780 5.618 3.566 -1.445
F -1.790 -0.793 -0.612 -0.177
H -1.969 -2.857 1.191 0.274
H -2.747 -8.407 0.914 0.400
H -2.898 2.318 -7.131 0.361
C -0.589 -6.840 4.082 -1.831
H -0.650 -7.843 4.504 0.445
H -0.860 -8.711 2.578 0.454
F 2.447 -3.645 -1.161 -0.528
C -2.414 -7.606 1.575 -0.852
H -1.097 2.775 -2.828 -0.315
H -0.714 2.899 -8.289 0.456
C 0.836 4.067 3.854 1.417
H 0.142 4.565 -3.391 0.288
H 1.955 1.862 3.024 0.229
H 1.701 1.695 -4.382 0.151
F 2.935 -1.091 0.839 -0.282
H 1.012 3.821 -6.706 0.508
H -0.982 4.822 -4.788 0.368
F -1.793 5.975 -0.242 -0.402
H 3.203 3.455 -0.168 0.706
Co 1.381 -3.539 0.808 1.895
P -2.014 4.305 -0.251 1.069
F 1.355 -4.473 -2.847 -0.373
F 1.268 -6.627 -1.814 -0.376
O -0.112 0.814 0.179 1.222
F 1.780 -2.021 2.282 -0.448
C 0.008 4.496 -4.471 -1.668
F -3.141 0.508 1.744 -0.318
C -0.616 3.724 4.309 -2.409
H 2.457 3.252 -4.557 0.484
C -0.937 3.043 -7.231 -0.901
N 1.182 3.363 2.526 1.525
F -1.939 0.688 4.838 -0.412
C -2.062 -4.989 1.739 1.767
C -2.181 -3.822 0.731 -2.178
H -2.906 3.969 -5.380 0.394
N -0.828 2.096 -4.527 0.484
C 1.957 6.196 2.789 -0.760
V -0.764 2.348 1.593 1.010
H -3.830 0.711 -5.371 0.558
H 0.654 5.193 -5.005 0.466
H 3.476 -1.448 -2.729 0.136
H 3.828 -1.123 -4.360 0.271
C -1.930 1.988 -6.753 -0.875
F -1.248 0.493 2.671 -0.281
F 4.972 -1.830 2.043 -0.359
H -2.863 0.197 -3.971 0.186
H -0.065 -4.429 3.410 0.324
P 1.912 -5.144 -1.479 1.543
C 2.387 3.059 0.438 -2.003
F -1.882 2.669 -0.248 -0.532
H 1.802 2.865 5.188 0.434
H -3.779 -6.262 1.002 0.387
H -3.466 -5.471 3.359 0.436
F -1.801 4.315 -1.813 -0.368
H -2.251 -4.399 3.823 0.266
F 3.273 -0.320 2.949 -0.263
O -0.868 1.909 -3.174 1.523
F -4.260 0.586 3.794 -0.358
H -0.504 -8.267 0.978 0.461
F -2.667 -1.132 3.250 -0.259
H -2.178 -0.149 -5.539 0.498
C 0.246 3.044 -4.874 1.027
O 0.192 -4.288 2.496 -0.369
H 2.890 6.387 3.320 0.410
C -3.136 3.055 -4.833 -1.737
P 3.371 -1.794 2.265 1.135
H 3.212 5.796 1.108 0.394
F -2.099 4.016 1.395 -0.331
H -1.706 -3.875 -0.249 0.234
C 3.064 -0.945 -3.604 -0.171
H -3.240 -3.712 0.498 0.657
H 2.768 2.047 0.576 0.543
F 0.000 -0.404 -2.136 0.549
F 3.423 -5.557 -1.966 -0.401
F -0.454 4.150 0.123 -0.299
C -2.817 0.551 -5.001 -2.035
F 2.374 -5.485 0.092 -0.479
C -0.938 -7.866 1.893 -1.405
C 1.566 2.756 -4.172 -1.553
H 4.138 4.371 2.981 0.337
H 1.222 4.336 5.908 0.497
H -2.855 -7.671 2.570 0.328
C 2.291 5.386 1.523 -1.183
F -3.645 4.252 -0.576 -0.372
F 0.637 -4.618 -0.700 -0.473
O 1.844 -1.477 -4.034 -0.723
H 1.643 2.775 -3.085 0.021
C 1.766 3.946 5.048 -1.786
F 3.316 -2.577 3.629 -0.415
H -0.076 5.791 2.914 0.408
C -0.266 -6.664 2.621 1.794
C 0.378 3.008 -6.352 -1.292
H -1.340 4.291 3.724 0.450
H -1.645 -6.692 4.305 0.408
P -0.262 -0.549 -0.515 -2.203
H 3.614 2.833 3.408 0.329
H -2.376 -6.231 -0.126 0.494
P -2.660 0.536 3.318 1.146
H -1.661 1.082 -7.296 0.353
H 1.351 -6.886 1.233 0.382
H 1.895 -6.184 2.695 0.236
H 2.749 4.403 4.931 0.313
H 1.511 3.001 -0.208 -0.282
N -0.597 -5.327 2.005 0.588
H 1.539 5.643 0.776 0.188
H 0.925 2.113 -6.645 0.374
O 0.410 -1.832 0.003 0.845
C -2.694 -6.212 0.916 -1.180
C -2.888 -4.633 2.970 -1.726
C -2.125 1.920 -5.214 1.116
C 3.688 3.483 2.536 -1.479
H 1.696 7.200 2.453 0.493
O 1.086 2.057 2.664 0.012
H -0.849 2.686 4.546 0.402
H 2.777 0.100 -3.490 -0.046
V -0.084 -0.230 -4.149 0.840
H -1.347 4.052 -7.173 0.357
H 1.535 -7.832 2.749 0.504
H 0.116 -6.410 4.794 0.402
F -2.575 2.182 3.062 -0.292
H 0.606 6.211 4.464 0.470
```

---

3.
This record from the Open Molecules 2025 dataset describes 7 unconnected molecules or ions with the total composition C28H60N2O8PS at a distorted geometry. The level of theory is ωB97M-V/def2-TZVPD.

Its total charge is +1. The value obtained for the LUMO energy is -3.03 eV. The calculation puts the gap between HOMO and LUMO at 7.7 eV.

```
100
Properties=species:S:1:pos:R:3:mulliken_charge:R:1
H -5.408 4.798 1.199 0.374
C -4.493 5.135 0.713 -0.828
C 0.052 -6.826 0.943 -0.142
O -2.592 -0.322 2.384 -0.499
C 2.394 -3.446 2.529 -0.272
N 1.750 1.411 0.761 -0.101
H 3.141 -2.727 2.881 0.119
H -2.562 0.554 2.796 0.372
H 2.273 -3.321 1.450 0.220
H -4.954 7.067 -0.222 0.409
C -8.646 7.856 1.731 -0.480
H 8.695 -0.765 -6.383 0.257
H 2.238 3.437 0.390 0.418
H -0.805 -7.542 2.823 0.283
H 3.356 -0.912 -0.794 0.106
C 5.435 -1.779 1.136 -0.446
H -1.651 2.241 -0.857 0.250
H 7.387 -2.587 -3.293 0.156
H 4.362 0.549 -0.708 0.261
H -3.011 3.528 0.811 0.021
H 0.258 -3.688 2.684 0.216
H 5.690 -1.016 -5.968 0.274
H -8.871 7.441 2.719 0.272
P -2.195 -0.102 0.770 0.745
H 8.688 -1.431 -3.650 0.259
C 1.084 -3.297 3.285 -0.142
H -4.354 3.228 -0.316 0.163
O -1.416 -8.665 1.195 -0.408
O -7.747 6.954 1.068 -0.348
H 1.013 -7.205 1.303 0.214
C -0.777 -8.781 -0.083 -0.460
C 5.464 -1.282 -1.171 -0.315
H -8.229 5.203 0.065 0.266
C 7.796 -1.387 -6.343 -0.560
H -8.161 8.824 1.863 0.264
H -3.886 5.661 1.456 0.275
C -8.459 6.271 0.026 -0.338
H -10.514 6.512 -0.679 0.336
H 1.158 3.201 1.765 0.363
C 1.367 2.836 0.728 -0.787
H -3.378 0.737 -0.842 0.342
H 0.037 -9.508 0.010 0.258
C 4.336 -0.521 -0.497 -0.301
H 6.352 -1.324 1.525 0.342
H 6.362 -0.662 -1.211 0.165
C 2.123 -5.326 3.884 -0.212
H 6.698 0.443 -5.880 0.261
C 6.669 -0.627 -5.667 -0.447
H 1.913 -3.664 5.238 0.275
C 8.012 -2.544 -5.387 -0.621
H 0.619 -7.432 -1.093 0.361
C -4.732 6.035 -0.487 -0.329
H 1.469 -6.100 3.467 -0.076
H -10.356 5.838 0.948 0.272
H 2.798 -5.792 4.602 0.352
S -1.727 -1.785 -0.087 -0.295
C -9.934 6.558 0.242 -0.578
H 5.049 -2.474 1.881 0.159
O 2.882 -4.762 2.806 -0.402
H 0.641 -0.147 1.816 0.049
H 0.673 -0.240 0.053 0.340
H -1.970 -6.763 1.732 0.270
H -10.788 8.186 1.445 0.336
C 7.771 -1.888 -4.039 -0.195
C -3.433 5.887 -1.259 -0.568
H -1.028 -6.811 -0.918 0.268
H 0.396 -4.533 4.967 0.380
H -0.949 1.809 1.662 0.394
H 0.857 -2.261 3.544 0.214
H -9.765 8.698 0.096 0.265
H 0.480 3.564 -1.188 0.524
N -0.731 1.989 -0.482 0.062
H -5.566 5.648 -1.079 0.121
H -0.241 1.387 -1.158 0.479
C 5.677 -2.440 -0.209 -0.558
O 4.480 -0.732 0.914 -0.367
H -8.113 6.667 -0.935 0.253
H 2.390 1.271 1.537 0.248
O 6.815 -0.838 -4.256 -0.365
C -0.247 -7.401 -0.430 -0.630
H 5.220 -1.593 -2.186 0.286
H 7.551 -1.695 -7.359 0.337
H 7.260 -3.318 -5.565 0.280
H 8.997 -3.002 -5.466 0.357
H 4.924 -3.213 -0.387 0.298
C 1.315 -4.193 4.490 -0.695
C -0.792 1.163 0.773 -0.093
H -3.563 6.015 -2.334 0.282
C 0.157 3.163 -0.206 -0.344
O -3.600 0.551 0.079 -0.487
H -2.681 6.602 -0.912 0.290
C 0.606 0.484 0.903 -1.054
H -0.447 3.959 0.277 0.108
H 6.662 -2.900 -0.285 0.374
H 0.086 -5.736 0.966 0.127
C -3.696 4.000 0.098 0.188
H -1.493 -9.154 -0.816 0.299
C -9.895 7.938 0.872 -0.526
C -1.080 -7.402 1.776 -0.434
O -2.943 4.561 -0.986 -0.410
```